Formula: C22H24FN5OS
Source: OMol25
Level of theory: ωB97M-V/def2-TZVPD

Values from the calculation:
HOMO	-8.22	eV
SMILES	CCCn1c(SCC(=O)N2c3ccc(F)cc3CC[C@H]2C)nnc1-c1ccccn1
spin multiplicity	1
electronic energy	-46255.061	eV
LUMO level	0.45	eV

Positions of all 54 atoms, in Å:
C1 0.462 2.513 -4.313
C2 0.416 1.600 -3.097
C3 -0.830 0.715 -3.132
N1 -0.891 -0.175 -2.004
C4 -1.536 0.048 -0.830
N2 -1.437 -0.992 -0.035
N3 -0.705 -1.906 -0.668
C5 -0.363 -1.432 -1.843
C6 0.470 -2.151 -2.784
N4 0.774 -1.564 -3.941
C7 1.546 -2.217 -4.789
C8 2.061 -3.479 -4.541
C9 1.747 -4.091 -3.335
C10 0.938 -3.422 -2.438
H1 0.659 -3.837 -1.484
H2 2.131 -5.073 -3.100
H3 2.692 -3.967 -5.268
H4 1.761 -1.694 -5.712
S1 -2.332 1.543 -0.445
C11 -2.898 1.107 1.232
H5 -3.974 1.291 1.237
C12 -2.335 1.848 2.437
O1 -3.043 2.616 3.057
N5 -1.104 1.486 2.891
C13 -0.143 0.746 2.178
C14 0.413 1.267 1.014
C15 1.383 0.567 0.325
C16 1.789 -0.657 0.823
C17 1.309 -1.152 2.018
C18 0.350 -0.440 2.724
C19 -0.081 -0.914 4.084
C20 -1.054 0.036 4.793
H6 -2.083 -0.257 4.569
H7 -0.918 -0.031 5.873
C21 -0.881 1.490 4.335
C22 0.473 2.089 4.693
H8 1.288 1.516 4.259
H9 0.534 3.110 4.326
H10 0.590 2.102 5.774
H11 -1.673 2.107 4.770
H12 -0.537 -1.902 3.992
H13 0.822 -1.038 4.688
H14 1.684 -2.090 2.396
F1 2.718 -1.364 0.143
H15 1.827 0.954 -0.578
H16 0.083 2.232 0.659
H17 -2.682 0.041 1.322
H18 -1.731 1.336 -3.114
H19 -0.813 0.105 -4.037
H20 0.405 2.201 -2.185
H21 1.297 0.956 -3.087
H22 -0.412 3.159 -4.340
H23 0.486 1.924 -5.227
H24 1.351 3.138 -4.284

***

Formula: C11H19N2
Source: OMol25
Level of theory: ωB97M-V/def2-TZVPD

Values from the calculation:
charge	+1
HOMO	-12.12	eV
SMILES	CCC[NH2+]CN(C)c1ccccc1
spin multiplicity	1
electronic energy	-14688.562	eV
LUMO level	-2.87	eV

Positions of all 32 atoms, in Å:
C1 -0.977 -1.326 -2.450
N1 -0.259 -0.796 -1.291
C2 1.154 -1.031 -1.234
C3 1.721 -2.315 -1.358
C4 3.111 -2.475 -1.406
C5 3.949 -1.354 -1.409
C6 3.393 -0.072 -1.334
C7 2.013 0.084 -1.226
C8 -1.010 -0.608 -0.010
H1 -0.234 -1.519 -3.231
H2 -1.490 -2.265 -2.195
H3 -1.687 -0.613 -2.908
H4 1.084 -3.196 -1.429
H5 3.553 -3.468 -1.460
H6 5.028 -1.481 -1.476
H7 4.038 0.807 -1.379
H8 1.563 1.081 -1.209
H9 -0.403 -0.973 0.833
H10 -1.988 -1.131 -0.037
C9 -1.986 2.283 3.706
C10 -1.415 2.158 2.292
C11 -2.126 1.169 1.375
N2 -1.277 0.842 0.198
H11 -1.392 2.985 4.307
H12 -3.009 2.685 3.688
H13 -2.006 1.324 4.242
H14 -1.517 3.131 1.794
H15 -0.336 1.935 2.333
H16 -2.406 0.217 1.835
H17 -3.032 1.613 0.959
H18 -0.317 1.252 0.188
H19 -1.739 1.058 -0.709

***

Formula: C3H10NS2
Source: OMol25
Level of theory: ωB97M-V/def2-TZVPD

Values from the calculation:
charge	+2
HOMO (alpha / beta)	-19.00 / -20.09	eV
spin multiplicity	2
electronic energy	-26413.285	eV
LUMO level (alpha / beta)	-9.12 / -11.91	eV
<S²>	0.75

Positions of all 16 atoms, in Å:
N1 -1.162 -0.331 2.005
C1 -0.309 -1.169 1.069
C2 0.447 -2.261 2.070
C3 0.793 -0.224 0.464
S1 0.159 1.348 -0.474
S2 -0.001 0.717 -2.474
H1 -1.406 -0.966 2.833
H2 -0.585 0.467 2.311
H3 -1.992 0.010 1.416
H4 -0.807 -1.725 0.176
H5 0.083 -3.300 2.191
H6 1.534 -2.625 1.816
H7 0.514 -1.743 2.978
H8 1.592 0.085 1.195
H9 1.558 -0.850 -0.165
H10 -0.466 1.861 -3.226

***

Formula: C26H49BrClIN2O12PS3
Source: OMol25
Level of theory: ωB97M-V/def2-TZVPD

Values from the calculation:
charge	+1
HOMO	-11.47	eV
spin multiplicity	1
electronic energy	-187752.657	eV
LUMO level	-5.29	eV

Positions of all 96 atoms, in Å:
C1 -2.775 -0.759 3.034
C2 -3.644 -0.325 2.331
C3 -4.712 0.159 1.462
C4 -4.236 1.144 0.359
C5 -2.943 0.595 -0.255
C6 -2.431 1.293 -1.560
N1 -3.189 2.526 -1.700
O1 -1.055 1.667 -1.462
C7 -0.012 0.749 -1.831
C8 1.208 1.693 -1.923
C9 2.531 1.115 -2.440
C10 3.763 1.879 -1.916
C11 3.690 3.396 -2.149
S1 5.021 4.131 -3.107
O2 4.677 4.018 -4.490
O3 5.272 5.433 -2.582
Cl1 6.652 2.994 -2.720
P1 0.232 -0.217 -0.181
O4 1.797 -0.725 -0.159
I1 -0.912 -2.381 -0.373
C12 -0.240 0.109 -3.228
C13 0.130 -1.363 -3.489
O5 1.276 -1.710 -2.776
C14 1.561 -3.107 -2.928
C15 2.629 -3.568 -1.951
O6 1.990 -4.306 -0.918
C16 2.845 -4.592 0.183
C17 2.441 -3.762 1.383
O7 3.416 -3.941 2.395
C18 3.127 -3.210 3.576
C19 4.164 -2.116 3.821
N2 -1.624 0.441 -3.834
Br1 -1.451 2.256 -4.529
C20 -1.918 -0.370 -5.072
S2 -2.744 -2.010 -4.969
O8 -3.924 -1.884 -5.757
O9 -1.755 -2.981 -5.313
C21 -2.688 0.338 -2.774
C22 -4.118 0.482 -3.220
C23 -4.638 1.108 -4.266
H1 -2.173 -1.221 3.784
H2 -5.152 -0.707 0.954
H3 -5.523 0.607 2.036
H4 -5.032 1.177 -0.380
H5 -4.086 2.121 0.814
H6 -2.144 0.708 0.476
H7 -3.130 -0.463 -0.437
H8 -2.834 3.150 -0.977
H9 -2.968 2.992 -2.573
H10 1.317 2.195 -0.956
H11 0.880 2.480 -2.608
H12 2.680 0.060 -2.235
H13 2.568 1.227 -3.528
H14 4.608 1.476 -2.475
H15 3.974 1.642 -0.872
H16 2.797 3.693 -2.694
H17 3.705 3.933 -1.202
H18 2.335 0.034 0.110
H19 0.434 0.640 -3.901
H20 -0.678 -2.072 -3.271
H21 0.347 -1.477 -4.558
H22 1.891 -3.259 -3.962
H23 0.672 -3.724 -2.766
H24 3.291 -4.259 -2.481
H25 3.169 -2.705 -1.553
H26 3.884 -4.367 -0.069
H27 2.779 -5.653 0.431
H28 2.426 -2.707 1.083
H29 1.444 -4.031 1.747
H30 2.132 -2.758 3.527
H31 3.117 -3.899 4.424
H32 5.145 -2.414 3.456
H33 4.239 -1.878 4.882
H34 3.869 -1.197 3.309
H35 -1.016 -0.509 -5.662
H36 -2.593 0.214 -5.687
H37 -3.089 -2.204 -3.669
H38 -2.572 -0.676 -2.374
H39 -4.812 -0.004 -2.542
H40 -4.099 1.461 -5.133
H41 -5.704 1.297 -4.273
O10 -1.452 0.013 6.271
S3 -1.878 1.309 6.714
O11 -2.087 2.353 5.759
O12 -0.884 1.815 7.842
C24 0.532 1.808 7.549
C25 0.947 2.964 6.663
C26 -3.307 1.151 7.726
H42 0.806 0.846 7.114
H43 1.016 1.879 8.521
H44 0.531 2.866 5.661
H45 2.034 2.993 6.583
H46 0.597 3.909 7.076
H47 -3.127 0.380 8.469
H48 -4.129 0.868 7.072
H49 -3.509 2.110 8.195

***

What did we get for M? Answer: 425.53; 179.29; 124.25; 951.12 g mol⁻¹, in the order shown.